# 1
The ion C9H18BN2 with charge +1, computed with the ωB97M-V functional and the def2-TZVPD basis.

XYZ file:
```
30
Properties=species:S:1:pos:R:3:forces:R:3:nbo_charge:R:1
B -1.24955 -1.45141 -0.24810 0.8 2.1 0.9 0.7938
C -2.65422 -0.86183 -0.25091 -1.6 0.8 0.4 -0.5858
C -1.82003 1.41765 0.13390 2.3 1.3 -1.0 0.0605
C -2.90221 0.47835 0.04852 -0.8 -1.6 -0.1 0.0776
C -0.01406 -0.07866 0.26113 -3.7 -3.6 -0.5 -0.1620
C -0.89609 -2.92096 -0.43661 0.7 -2.1 -1.6 -1.0653
C -4.25879 1.13181 0.13846 -0.7 -2.7 -3.3 -0.6449
C 3.48080 1.13709 -0.89078 -3.8 -2.2 -2.2 -0.6101
C 3.08978 0.29098 1.44603 1.3 -0.8 -0.9 -0.6342
C 2.41301 0.84156 0.23616 1.7 0.2 -1.1 -0.0350
N -0.56875 1.14448 -0.01593 0.3 1.5 0.9 -0.4097
N 1.36001 -0.18068 -0.31986 0.6 2.4 -0.2 -0.5254
H -3.58531 -1.52193 -0.44568 1.7 1.2 0.2 0.2497
H -1.95380 2.52551 0.05564 -0.7 -1.1 0.0 0.2165
H -0.20896 -0.30653 1.39257 1.4 0.2 -1.7 0.2819
H -1.81068 -3.53655 -0.85741 1.9 1.3 0.5 0.2763
H -0.60943 -3.49790 0.48507 0.0 0.7 -0.7 0.2861
H 0.02430 -2.96805 -1.20592 -2.0 -0.3 1.6 0.2381
H -4.52072 1.30317 1.11161 -0.8 0.1 2.8 0.2423
H -5.08553 0.50052 -0.40933 1.6 1.2 1.2 0.2360
H -4.24255 2.10490 -0.28547 0.1 0.8 -0.7 0.2339
H 3.48404 2.08978 -1.37938 -0.3 0.8 0.3 0.2511
H 4.44806 0.82569 -0.72335 2.1 -0.5 1.1 0.2346
H 3.18198 0.40421 -1.76240 0.6 1.3 1.1 0.1773
H 3.87421 0.95174 1.80299 -0.4 0.5 0.2 0.2555
H 3.71266 -0.59147 1.16260 -0.9 0.1 0.4 0.2183
H 2.33757 0.13418 2.17338 -0.3 -0.6 1.2 0.2222
H 1.86475 1.72798 0.51398 -0.5 0.1 -0.3 0.2466
H 1.69530 -1.11088 -0.39333 0.6 -1.5 1.1 0.4306
H 1.41423 0.01724 -1.33757 -1.2 0.5 0.5 0.4435
```
Forces are in eV/Å.

Its LUMO energy is -4.15 eV. The total charge is +1. For the orbital gap, the calculation gives 8.139 eV. Its spin multiplicity is 1.

***

# 2
A structure of composition C3LaLiO6, computed with the ωB97M-V functional and the def2-TZVPD basis.

XYZ file:
```
11
Properties=species:S:1:pos:R:3:forces:R:3:mulliken_charge:R:1
C 1.22472 -1.16452 -0.04813 2.1 -2.1 0.9 1.0550
O 1.36107 -2.37677 0.08609 -0.6 1.5 -0.4 -0.6971
C 2.35557 -0.13119 0.27955 3.1 -3.5 1.3 0.5359
O 2.03154 1.07245 -0.01685 -2.7 3.1 -1.2 -0.6436
O 3.43272 -0.52645 0.68387 -2.4 0.8 -0.7 -0.4096
Li -0.31393 -2.61955 -1.02822 0.4 -0.4 0.4 0.9109
La 0.01965 1.72476 -0.87342 1.8 -1.6 1.1 2.0977
O 0.14819 -0.67105 -0.57558 -2.1 2.2 -1.2 -0.9280
O -4.38864 1.06340 0.87591 1.0 1.3 -0.3 -0.1596
O -2.42344 2.01193 0.10030 1.3 0.7 -0.5 -0.4738
C -3.44745 1.61698 0.51649 -2.0 -2.1 0.7 0.7122
```
Forces are in eV/Å.

Its LUMO energy is -9.67 eV. The total charge is +2. For the orbital gap, the calculation gives 7.321 eV. Its spin multiplicity is 1.

***

# 3
An isolated molecule of C5H9N3, computed with the ωB97M-V functional and the def2-TZVPD basis.

XYZ file:
```
17
Properties=species:S:1:pos:R:3:forces:R:3:nbo_charge:R:1
C -0.41199 -1.81491 0.17008 -1.3 -2.7 -1.5 -0.3618
C 0.77042 -2.22729 0.68841 1.3 -1.5 1.2 -0.0501
C -0.41472 -0.41594 0.17771 -2.1 3.2 -0.5 0.0650
C 0.74651 0.01342 0.80203 0.8 -0.9 -1.0 0.2152
C -1.16711 1.53291 -1.38339 -0.9 0.5 -1.2 -0.4198
N 1.49792 -1.16536 1.01450 1.0 1.6 1.2 -0.5076
N 1.30940 1.29398 0.96475 -1.1 0.4 2.0 -0.8361
N -1.53340 0.64164 -0.24666 1.7 -2.4 -1.0 -0.6137
H -0.98690 -2.63352 -0.33040 -0.3 1.5 0.6 0.2307
H 1.24259 -3.14267 1.12908 -1.2 0.3 -1.3 0.2070
H -0.57879 1.14002 -2.26143 -0.5 -0.3 1.0 0.1779
H -2.18063 1.86352 -1.82086 1.6 -0.2 0.6 0.1940
H -0.62658 2.42876 -1.09115 -0.1 0.1 0.4 0.1805
H 2.39175 -1.39469 1.47735 -0.8 1.5 -0.3 0.4177
H 0.62978 1.99911 1.28474 0.2 -0.9 0.3 0.3766
H 1.63394 1.72148 0.15248 1.0 0.2 -1.9 0.3623
H -2.32220 0.15953 -0.72726 0.9 -0.4 1.4 0.3621
```
Forces are in eV/Å.

Its LUMO energy is 1.00 eV. For the orbital gap, the calculation gives 8.830 eV. Its spin multiplicity is 1.

***

# 4
An isolated molecule of C3H6N2O, computed with the ωB97M-V functional and the def2-TZVPD basis.

XYZ file:
```
12
Properties=species:S:1:pos:R:3:forces:R:3:nbo_charge:R:1
C -0.02125 0.60763 -0.15010 0.5 -0.5 1.5 0.3901
C -1.10433 -0.46171 -0.08152 -2.5 1.0 -1.4 -0.4370
C 0.02578 -1.49285 -0.01080 1.0 1.0 1.1 -0.2271
N 0.92675 -0.29581 -0.13884 3.7 0.4 0.2 0.0154
N 0.18603 1.95156 0.02688 1.4 0.9 0.0 -0.8361
O 2.33495 -0.19233 -0.18241 -4.2 -0.1 0.3 -0.6391
H -1.68224 -0.41706 0.86469 0.0 0.0 -0.8 0.2213
H -1.80752 -0.48449 -1.06096 1.5 -0.1 2.5 0.2279
H 0.07636 -2.03144 1.02657 0.3 0.8 -2.2 0.2182
H 0.23512 -2.02066 -0.91373 -0.4 -1.4 -0.1 0.2178
H -0.38560 2.68049 0.50613 0.2 -1.7 -0.8 0.4204
H 1.21596 2.15668 0.11410 -1.5 -0.5 -0.2 0.4281
```
Forces are in eV/Å.

Its LUMO energy is 0.75 eV. For the orbital gap, the calculation gives 8.511 eV. Its spin multiplicity is 1.

***

# 5
A structure of composition C4H4LiO5, computed with the ωB97M-V functional and the def2-TZVPD basis.

XYZ file:
```
14
Properties=species:S:1:pos:R:3:forces:R:3:nbo_charge:R:1
O -1.16081 -0.02967 1.21072 0.1 1.8 -1.9 -0.8859
C -0.01260 -0.49203 1.47858 0.1 -0.2 5.6 0.8441
O 0.23164 -1.02264 2.58657 0.6 0.2 -2.8 -0.6924
Li -1.53272 0.48800 -0.60414 0.4 -0.9 0.8 0.8648
C -1.02324 -2.01294 0.04075 0.6 -1.5 1.6 0.8417
O -1.51249 -1.45606 -0.89980 -0.9 1.4 -2.4 -0.7944
O -1.13400 -2.93924 0.76895 0.1 -0.4 -0.1 -0.5824
O 1.37577 0.35458 1.01128 -0.9 1.1 -1.5 -0.6175
C 1.11387 1.41630 0.17140 -1.9 -2.8 1.0 0.0823
H 0.17536 1.93563 0.47535 0.7 0.5 0.4 0.0827
C 0.89071 0.99276 -1.26436 1.1 0.8 -0.8 -0.7450
H 0.27789 1.79476 -1.71504 0.0 -0.3 -0.3 0.1691
H 1.84040 0.99153 -1.82285 -0.2 -0.1 -0.1 0.2158
H 0.47021 -0.02099 -1.43741 0.0 0.3 0.5 0.2170
```
Forces are in eV/Å.

Its LUMO energy (alpha / beta) is 2.03 / 2.19 eV. The total charge is -1. For the orbital gap (alpha / beta), the calculation gives 5.769 / 3.831 eV. Its spin multiplicity is 1.

***

# 6
An isolated molecule of C13H13N5O2S2, computed with the ωB97M-V functional and the def2-TZVPD basis.

XYZ file:
```
35
Properties=species:S:1:pos:R:3:forces:R:3:nbo_charge:R:1
C -1.19731 5.28352 1.97495 0.0 -0.3 0.2 -0.6381
C -1.76332 4.22113 2.91260 -0.2 0.3 -0.2 -0.0628
O -0.75392 3.45529 3.54140 0.1 0.0 0.2 -0.4908
C -0.11104 2.47894 2.85281 0.2 -0.3 -0.1 0.3128
C -0.41449 2.07590 1.55851 -0.2 0.3 0.2 -0.3233
C 0.32720 1.04437 1.01073 0.5 -0.3 0.2 -0.2067
C 1.36539 0.40137 1.71215 -0.8 0.7 -0.2 0.1473
C 1.65606 0.81985 3.00879 -0.1 0.0 -0.2 -0.2064
C 0.92459 1.84274 3.55999 -0.1 0.2 0.0 -0.2411
H 1.12497 2.18746 4.56175 0.0 0.0 0.1 0.2260
H 2.44830 0.33654 3.55634 0.1 -0.1 0.1 0.2278
N 1.99178 -0.59240 1.02013 0.6 -0.8 -0.2 -0.4830
C 1.50307 -0.75278 -0.15413 -0.6 0.7 0.1 0.2761
N 2.02707 -1.70075 -0.98955 0.6 -0.4 0.2 -0.6263
C 1.73986 -2.15724 -2.25403 0.0 0.0 -0.2 0.6733
O 2.43482 -3.02148 -2.73531 0.0 0.0 -0.1 -0.5656
C 0.53986 -1.59026 -2.96511 -0.3 -0.4 0.1 -0.6342
H 0.54824 -1.92034 -4.00270 0.1 0.2 0.1 0.2835
H 0.47260 -0.50708 -2.89543 0.0 0.0 -0.1 0.2480
S -0.97352 -2.27343 -2.19301 -0.1 0.4 0.0 0.2834
C -0.99891 -3.83170 -2.96975 0.1 -0.4 -0.4 -0.0930
N -0.33584 -4.11310 -4.08469 0.1 0.4 0.0 -0.2614
N -0.63732 -5.36934 -4.32867 -0.2 0.1 0.2 -0.1481
N -1.45173 -5.92987 -3.46696 -0.2 -0.7 -0.1 -0.2193
C -1.70991 -4.98544 -2.58307 0.4 0.4 -0.2 -0.1019
H -2.35621 -5.13744 -1.74618 -0.2 -0.1 0.2 0.2230
H -0.24629 -5.86736 -5.11348 -0.1 0.0 0.1 0.4103
H 2.81472 -2.18373 -0.56402 -0.2 0.1 -0.1 0.4335
S 0.16969 0.34297 -0.57419 0.4 -0.1 0.3 0.3244
H -1.20091 2.52875 0.97788 -0.1 0.1 0.0 0.2235
H -2.29052 4.70203 3.74120 0.0 -0.1 -0.1 0.1954
H -2.47166 3.56988 2.38616 0.0 0.0 0.1 0.1691
H -0.52555 5.93821 2.52423 0.0 0.1 0.0 0.2171
H -0.64095 4.82881 1.15902 0.0 0.0 -0.1 0.2114
H -2.00882 5.87596 1.56161 -0.1 0.1 -0.1 0.2158
```
Forces are in eV/Å.

Its LUMO energy is 0.44 eV. For the orbital gap, the calculation gives 8.447 eV. Its spin multiplicity is 1.

***

Copy entry 5 word for word.
A structure of composition C4H4LiO5, computed with the ωB97M-V functional and the def2-TZVPD basis.

XYZ file:
```
14
Properties=species:S:1:pos:R:3:forces:R:3:nbo_charge:R:1
O -1.16081 -0.02967 1.21072 0.1 1.8 -1.9 -0.8859
C -0.01260 -0.49203 1.47858 0.1 -0.2 5.6 0.8441
O 0.23164 -1.02264 2.58657 0.6 0.2 -2.8 -0.6924
Li -1.53272 0.48800 -0.60414 0.4 -0.9 0.8 0.8648
C -1.02324 -2.01294 0.04075 0.6 -1.5 1.6 0.8417
O -1.51249 -1.45606 -0.89980 -0.9 1.4 -2.4 -0.7944
O -1.13400 -2.93924 0.76895 0.1 -0.4 -0.1 -0.5824
O 1.37577 0.35458 1.01128 -0.9 1.1 -1.5 -0.6175
C 1.11387 1.41630 0.17140 -1.9 -2.8 1.0 0.0823
H 0.17536 1.93563 0.47535 0.7 0.5 0.4 0.0827
C 0.89071 0.99276 -1.26436 1.1 0.8 -0.8 -0.7450
H 0.27789 1.79476 -1.71504 0.0 -0.3 -0.3 0.1691
H 1.84040 0.99153 -1.82285 -0.2 -0.1 -0.1 0.2158
H 0.47021 -0.02099 -1.43741 0.0 0.3 0.5 0.2170
```
Forces are in eV/Å.

Its LUMO energy (alpha / beta) is 2.03 / 2.19 eV. The total charge is -1. For the orbital gap (alpha / beta), the calculation gives 5.769 / 3.831 eV. Its spin multiplicity is 1.

***

What did the fifth record say?
A structure of composition C4H4LiO5, computed with the ωB97M-V functional and the def2-TZVPD basis.

XYZ file:
```
14
Properties=species:S:1:pos:R:3:forces:R:3:nbo_charge:R:1
O -1.16081 -0.02967 1.21072 0.1 1.8 -1.9 -0.8859
C -0.01260 -0.49203 1.47858 0.1 -0.2 5.6 0.8441
O 0.23164 -1.02264 2.58657 0.6 0.2 -2.8 -0.6924
Li -1.53272 0.48800 -0.60414 0.4 -0.9 0.8 0.8648
C -1.02324 -2.01294 0.04075 0.6 -1.5 1.6 0.8417
O -1.51249 -1.45606 -0.89980 -0.9 1.4 -2.4 -0.7944
O -1.13400 -2.93924 0.76895 0.1 -0.4 -0.1 -0.5824
O 1.37577 0.35458 1.01128 -0.9 1.1 -1.5 -0.6175
C 1.11387 1.41630 0.17140 -1.9 -2.8 1.0 0.0823
H 0.17536 1.93563 0.47535 0.7 0.5 0.4 0.0827
C 0.89071 0.99276 -1.26436 1.1 0.8 -0.8 -0.7450
H 0.27789 1.79476 -1.71504 0.0 -0.3 -0.3 0.1691
H 1.84040 0.99153 -1.82285 -0.2 -0.1 -0.1 0.2158
H 0.47021 -0.02099 -1.43741 0.0 0.3 0.5 0.2170
```
Forces are in eV/Å.

Its LUMO energy (alpha / beta) is 2.03 / 2.19 eV. The total charge is -1. For the orbital gap (alpha / beta), the calculation gives 5.769 / 3.831 eV. Its spin multiplicity is 1.

***

Question: Look up the spin multiplicity of the first one.
Answer: 1